This record from OMol25 describes 12 unconnected molecules or ions with the total composition C12H48O12 in a non-equilibrium geometry. The level of theory is ωB97M-V/def2-TZVPD.

frontier orbital gap: 9.19 eV
LUMO level: -0.24 eV
HOMO: -0.3466 hartree
SMILES string: CO.CO.CO.CO.CO.CO.CO.CO.CO.CO.CO.CO

XYZ file:
```
72
C12H48O12 (ωB97M-V/def2-TZVPD)
O 9.96844 32.41432 -11.37526
O 9.45216 28.87223 -9.41184
O 10.75452 33.56060 -6.49584
O 15.32291 28.10792 -8.18818
O 12.11186 31.38000 -5.27096
O 14.45592 32.60999 -9.39394
O 15.10400 34.60771 -12.62256
O 16.41653 32.08098 -11.52070
O 11.95735 36.61722 -10.14028
O 13.27611 29.24215 -6.58410
O 16.32669 33.20232 -5.03605
O 18.23952 36.10107 -9.61582
C 14.94935 34.20477 -13.97234
C 15.35186 33.37751 -6.05584
C 13.86532 31.49709 -8.78581
C 11.19316 31.70117 -11.32008
C 13.15333 28.19106 -5.64133
C 15.81932 30.88568 -11.97834
C 10.18179 29.52245 -8.36035
C 11.72535 34.48442 -6.93204
C 12.52402 31.54774 -3.93090
C 12.56925 35.35241 -10.43009
C 17.86211 34.73787 -9.69095
C 16.52214 27.55109 -7.61670
H 11.53070 31.64857 -12.35377
H 8.66628 29.40249 -9.58354
H 12.57881 30.62347 -5.66819
H 14.82791 30.73208 -11.54630
H 13.61006 31.65634 -3.84444
H 12.09371 34.91792 -11.30908
H 12.32944 28.35132 -4.94775
H 14.12513 34.79627 -14.37018
H 14.05029 28.07843 -5.02050
H 11.26874 35.27550 -7.52076
H 14.01651 28.96892 -7.15253
H 17.17508 27.05348 -8.33751
H 18.09308 34.29820 -8.71997
H 17.11391 28.39962 -7.25651
H 10.46573 30.54438 -8.62593
H 11.07197 30.67995 -10.94261
H 12.06921 32.42255 -3.47473
H 9.56950 29.61833 -7.45708
H 12.53876 34.00460 -7.48964
H 15.21265 32.42247 -9.95381
H 17.33196 32.08340 -11.81718
H 14.47395 32.75936 -5.84265
H 15.84695 34.38904 -14.57029
H 18.14321 36.48933 -10.49058
H 12.99394 27.22544 -6.12916
H 16.39381 29.98845 -11.71525
H 18.50971 34.15569 -10.36038
H 14.68536 33.14592 -14.05020
H 12.22393 34.96396 -6.07482
H 16.30511 26.83894 -6.82491
H 11.00954 28.84798 -8.16384
H 12.44995 34.61511 -9.63117
H 13.41132 30.82629 -9.52407
H 15.74094 33.10789 -7.04276
H 15.05725 34.42456 -6.08779
H 15.66601 30.88194 -13.06510
H 16.33702 32.29504 -4.73187
H 11.94281 32.18733 -10.68960
H 15.41367 28.01131 -9.14053
H 12.50364 37.00976 -9.45333
H 16.81226 34.62674 -9.95720
H 12.23568 30.67164 -3.34098
H 9.51321 32.34413 -10.53155
H 15.45101 33.88870 -12.08624
H 13.61883 35.53532 -10.66333
H 11.20510 32.78925 -6.11540
H 14.57680 30.88015 -8.22948
H 13.08463 31.80978 -8.09729
```

***

This record from OMol25 describes 12 unconnected molecules or ions with the total composition C12H51N3O12 in a non-equilibrium geometry. The level of theory is ωB97M-V/def2-TZVPD.

frontier orbital gap: 8.89 eV
LUMO level: -0.07 eV
HOMO: -0.3291 hartree
SMILES string: COC[C@H](C)N.COC[C@H](C)N.COC[C@H](C)N.O.O.O.O.O.O.O.O.O

XYZ file:
```
78
C12H51N3O12 (ωB97M-V/def2-TZVPD)
O -3.33200 -0.38421 5.84473
O 2.55587 4.75097 4.51666
O 0.39882 -1.81715 -0.40296
O 1.51739 5.88083 -0.92958
O -6.07781 3.11142 -3.35838
O -0.55284 1.99477 1.84999
O 2.18181 -4.03059 -5.68083
O -4.80947 -2.95275 2.11592
O -0.79039 3.10841 7.16248
O 6.17327 -0.97914 3.61767
O -2.68940 6.41435 2.07860
O -6.08397 2.38550 4.22332
N 6.36950 -2.16539 6.08414
N 2.85823 -1.27936 -4.57523
N -4.26251 -0.11370 -2.61845
C -4.99287 0.86866 -3.40690
C 2.05044 -1.49298 -5.83901
C -5.31254 2.13609 -2.63082
C 3.08309 -1.46028 -7.07249
C 1.47523 -5.27090 -5.33313
C 6.11338 -2.98822 4.92474
C 5.34323 -2.13125 3.90443
C -6.24028 0.24632 -4.06226
C 5.34057 -4.24360 5.31322
C 1.31748 -2.84657 -5.78407
C 5.59567 -0.16229 2.59046
C -5.43628 4.36558 -3.82299
H -5.39915 2.75040 4.78377
H 1.06767 6.27695 -1.67596
H 2.04172 -5.84378 -4.59896
H 6.97750 -1.37113 5.94421
H 6.00165 -4.91399 5.86245
H -1.18962 1.71903 2.50931
H -0.49232 -1.91141 -0.73943
H 6.39072 0.49819 2.24439
H 0.75268 -2.70652 -0.40828
H 7.09075 -3.31301 4.56787
H -5.21297 4.96414 -2.93984
H -4.59134 -2.25754 2.73666
H 0.83776 5.38064 -0.47776
H -0.25490 3.80372 6.78033
H 3.74713 -2.32315 -7.02153
H 1.35815 -5.93366 -6.19054
H 5.34601 -0.73678 1.69842
H 2.58385 -1.31816 -8.03096
H 0.68072 -2.93992 -6.66379
H 3.56585 -1.98634 -4.43538
H 5.09630 -4.84060 4.43457
H -0.21254 2.68013 7.79407
H -6.93598 -0.24346 -3.38092
H 1.34902 -0.66230 -5.91696
H 4.39425 -4.03416 5.81192
H 2.40870 -1.29968 -3.67101
H 4.74326 0.41001 2.95649
H -4.53199 4.12444 -4.38174
H -6.22760 1.50252 4.56384
H -5.98040 -0.47819 -4.83403
H -1.95416 6.86824 2.49048
H 5.57861 -1.69279 6.49795
H -4.31404 1.20495 -4.19061
H 0.58657 -2.66249 -4.99668
H -6.80851 1.01081 -4.59213
H -6.28251 4.83168 -4.32773
H -2.39072 5.50982 1.98449
H 3.65280 -0.54014 -6.94255
H 3.25624 5.17717 4.02263
H -4.92525 -0.42746 -1.92388
H -3.61962 -0.98767 6.52981
H 5.30195 -2.72107 2.98873
H -0.53548 1.27622 1.21783
H 0.49144 -5.00128 -4.94899
H -5.84285 1.86193 -1.71884
H -4.28329 -0.94555 -3.19089
H 4.37699 -1.87116 4.33667
H -4.47839 2.67741 -2.18441
H -2.88995 0.32154 6.31667
H -4.52209 -3.75785 2.54655
H 2.40378 3.92650 4.05475
```

***

This record from OMol25 describes a molecular structure, C12H54B6KO6Zr in a non-equilibrium geometry. The level of theory is ωB97M-V/def2-TZVPD.

frontier orbital gap: 3.33 eV
LUMO level: -1.77 eV
total charge: -1
HOMO: -0.1874 hartree

XYZ file:
```
80
C12H54B6KO6Zr (ωB97M-V/def2-TZVPD)
Zr -16.97128 9.95605 3.79235
K -16.11532 14.08635 -1.73971
O -23.52893 11.50083 0.28427
O -12.21909 12.83850 -1.91463
O -10.46554 11.11845 -3.63428
O -17.83185 13.99568 -5.84706
O -24.19372 10.71361 2.80213
O -18.98258 15.43445 -3.53863
C -10.06892 10.96533 -4.93753
C -17.44194 13.74620 -7.25092
C -24.44541 12.03853 2.46898
C -11.95937 13.39275 -0.65735
C -19.79248 14.71645 -4.46711
C -12.21665 11.44680 -1.89129
C -19.12842 14.53325 -5.83092
C -19.77145 15.73282 -2.39663
C -22.60739 12.50984 -0.00959
C -24.07502 10.47921 4.14990
C -11.83515 10.79143 -3.25935
C -24.67822 11.99321 0.93392
B -16.80162 12.34162 5.47734
B -20.07079 9.80136 2.93230
B -17.10222 11.91311 1.26579
B -13.86840 10.06565 3.57081
B -16.57193 6.95563 2.27996
B -16.79091 10.38916 -3.87239
H -13.15575 11.09327 -1.46562
H -17.50788 14.64906 -7.85806
H -22.95406 12.97263 -0.93358
H -18.01824 12.90093 -7.62706
H -16.40622 9.40039 -4.06885
H -10.70734 11.50101 -5.64007
H -22.39950 13.17839 0.82583
H -19.52311 15.02357 -1.60708
H -16.20591 12.56916 4.60693
H -19.74417 14.02059 -6.56994
H -12.45285 11.39141 -3.92760
H -20.83982 15.94501 -2.43727
H -20.31232 10.73067 2.44007
H -10.93369 13.47713 -0.29825
H -12.04651 9.72282 -3.22054
H -9.01921 11.19606 -5.11915
H -14.54679 9.81591 2.76978
H -17.02691 10.48617 -2.82400
H -16.36978 11.47132 5.94672
H -11.54250 10.99427 -1.16408
H -15.78786 6.28788 1.95811
H -17.77965 12.19548 5.04566
H -19.56680 10.01792 3.86146
H -10.28922 9.91177 -5.10947
H -13.56567 11.09907 3.50270
H -16.42389 13.36064 -7.19608
H -23.53771 9.56104 4.38732
H -25.06989 10.59807 4.57909
H -24.95702 13.01765 0.68713
H -17.56633 12.13507 0.31733
H -20.76811 15.17998 -4.61337
H -19.22801 9.41468 2.38054
H -20.83343 9.05481 3.09132
H -12.23176 14.43869 -0.51622
H -16.13495 12.39082 1.28640
H -12.52648 12.93177 0.15133
H -23.63156 12.73042 2.68587
H -16.03068 11.13921 -4.02642
H -23.40695 11.15487 4.68400
H -25.51518 11.33173 0.71021
H -16.96676 10.84366 1.31212
H -16.67125 7.77467 1.58458
H -19.95829 13.73730 -4.01779
H -19.40307 16.64532 -1.92789
H -18.96462 15.55940 -6.15998
H -14.40655 9.90200 4.49160
H -17.74418 12.23507 2.07108
H -17.50956 6.43375 2.39270
H -16.84747 13.17574 6.16026
H -16.15375 7.41206 3.16372
H -25.34904 12.45208 2.91679
H -17.62276 10.51511 -4.54796
H -12.97346 9.46288 3.57203
H -21.56118 12.21719 -0.09845
```